# 1
ORCA calculation (ωB97M-V with the def2-TZVPD basis set) on a structure of composition C22H50P2Si2Zn at a distorted geometry.

```
! RIJCOSX wB97M-V def2-TZVPD def2/J DEFGRID3
* xyz 0 1
H -2.498 -2.425 -4.585
H -2.601 -0.226 2.427
H -0.180 3.754 -2.891
H -0.901 -2.424 -3.805
H -0.836 0.412 -0.499
Si 1.496 3.467 1.501
H -5.014 -2.176 -1.513
H -0.020 -4.360 2.413
H -1.567 -5.217 2.123
H 2.884 5.279 0.407
H -0.687 2.356 2.049
P -1.660 -2.907 1.084
C 2.370 3.372 3.167
C -1.022 -0.451 -1.143
H 0.596 -2.380 2.258
C -0.355 3.377 1.811
C 2.002 2.036 0.371
H 1.736 5.914 1.595
H 4.969 3.249 -2.080
H 3.460 3.277 3.085
C 0.086 -1.512 -0.962
H 1.161 5.437 -0.012
H -0.375 -5.088 0.808
H 4.565 -0.252 -0.413
H 0.532 -3.421 0.003
C -0.523 -0.509 1.834
P -2.704 -2.102 -2.237
H -4.795 -2.883 -3.145
C -2.020 -0.259 1.496
H 3.242 3.623 -2.211
C 1.863 5.171 0.791
H -0.600 4.016 2.674
H 1.030 -0.964 -0.784
H -0.932 -0.037 -2.158
H -1.686 -2.600 3.564
H 1.997 2.520 3.752
C -2.353 -3.762 -1.557
C -0.060 -1.911 1.514
H -0.405 -0.356 2.922
H -3.776 -3.665 0.126
H 4.964 0.657 -1.885
H 6.032 2.116 0.768
C -0.808 -4.563 1.671
C -2.431 -2.896 2.809
H -2.615 -4.999 0.179
H 0.656 2.406 -3.733
C 4.069 3.496 -1.499
H 4.251 4.459 -1.006
C 0.005 2.668 -2.884
H 4.823 1.632 1.972
H 0.258 -2.053 -1.904
C -2.728 -3.934 -0.086
H 0.122 0.250 1.363
H -2.946 -4.464 -2.165
C 4.181 0.490 -1.129
H 1.889 1.080 0.906
H -0.953 2.136 -2.982
H 5.028 3.348 1.549
H 2.157 4.290 3.737
C -4.498 -2.062 -2.478
C -2.598 -1.348 0.590
C 5.018 2.327 1.144
H -2.156 0.722 1.027
C -1.884 -1.930 -3.816
Si 3.780 2.102 -0.261
H -2.793 -3.905 3.063
H -0.936 3.741 0.952
H -1.288 -3.995 -1.729
H -4.779 -1.100 -2.931
H -3.287 -2.213 2.884
Zn 0.865 2.193 -1.204
H -3.174 -0.151 -1.076
H -3.656 -1.560 0.819
C -0.075 -2.528 0.174
H 3.307 0.058 -1.637
C -2.456 -0.967 -0.882
H -1.761 -0.874 -4.100
*
```

Summary:
ΔE to the lowest compared entry with this formula, charge and spin = 0.000 eV
total energy = -106372.69398 eV
Kohn-Sham gap = 5.04 eV

---

# 2
ORCA calculation (ωB97M-V with the def2-TZVPD basis set) on a cluster of 3 separate species, C5H11NO2 in total at a distorted geometry.

```
! RIJCOSX wB97M-V def2-TZVPD def2/J DEFGRID3
* xyz 0 1
H -1.928 0.154 -1.242
H 1.959 2.092 -2.011
H 2.494 0.235 1.635
C 0.451 0.748 1.153
H -0.124 -1.549 -1.127
C -1.634 0.870 -0.486
H -2.403 0.983 0.283
H -1.461 -2.519 1.414
H 0.214 1.636 1.711
H -1.600 1.897 -0.875
H 0.794 2.238 -1.063
C 1.626 0.023 1.022
C 0.258 -0.760 -0.508
H 2.223 -1.497 -0.365
N 1.547 -0.863 0.026
O 1.035 1.892 -1.917
H -2.345 -1.370 1.118
O -2.347 -2.335 1.095
C -0.328 0.382 0.007
*
```

Summary:
ΔE to the lowest compared entry with this formula, charge and spin = 1.644 eV
structure (SMILES) = Cc1cc[nH]c1.O.O
total energy = -10947.62306 eV
Kohn-Sham gap = 8.83 eV

---

# 3
ORCA calculation (ωB97M-V with the def2-TZVPD basis set) on an isolated molecule of C4H6N2OS.

```
! RIJCOSX wB97M-V def2-TZVPD def2/J DEFGRID3
* xyz 0 1
N -0.172 1.540 0.429
C -1.084 1.597 1.328
C 0.984 -1.456 -1.519
H -1.210 2.540 1.839
H -1.882 -0.341 1.344
C 1.060 -0.235 -0.698
H -1.003 0.015 -0.848
S 2.531 -2.231 -1.980
H 2.027 0.092 -0.342
N -1.937 0.599 1.730
H 3.381 -1.280 -1.509
C -0.089 0.393 -0.361
O -0.036 -1.976 -1.905
H -2.568 0.741 2.491
*
```

Summary:
ΔE to the lowest compared entry with this formula, charge and spin = 1.741 eV
structure (SMILES) = N/C=N\C=C\C(=O)S
total energy = -20107.60014 eV
Kohn-Sham gap = 9.25 eV

---

# 4
ORCA calculation (ωB97M-V with the def2-TZVPD basis set) on an isolated molecule of C5H6O.

```
! RIJCOSX wB97M-V def2-TZVPD def2/J DEFGRID3
* xyz 0 1
C -0.449 -0.089 1.054
H 0.913 -2.144 -1.846
O -0.981 -0.991 1.657
H -2.183 0.787 0.137
H 0.922 -0.421 -2.569
C 1.028 -0.141 0.707
C 1.193 -0.588 -0.506
H -1.394 1.789 1.364
H 1.804 0.119 1.422
C 1.013 -1.072 -1.705
C -1.214 1.107 0.527
H -0.654 1.643 -0.242
*
```

Summary:
ΔE to the lowest compared entry with this formula, charge and spin = 1.758 eV
structure (SMILES) = C=C=CC(C)=O
total energy = -7327.52673 eV
Kohn-Sham gap = 10.42 eV

---

# 5
ORCA calculation (ωB97M-V with the def2-TZVPD basis set) on a cluster of 2 separate species, C22H22NO3 in total at a distorted geometry.

```
! RIJCOSX wB97M-V def2-TZVPD def2/J DEFGRID3
* xyz 1 1
C -3.606 0.764 2.971
O 5.411 0.239 2.790
C 1.637 -1.040 8.192
C 0.023 -1.367 2.719
H -5.222 -1.757 3.439
C -2.406 1.443 3.192
H -5.110 -1.681 1.673
H 2.336 -1.594 8.792
H -0.099 -2.439 2.711
H 5.461 2.003 1.750
C 0.919 -0.010 8.783
C 1.444 -1.332 6.866
N 0.600 -0.696 6.072
H 2.137 -2.820 3.246
C -1.173 -0.623 2.811
H 0.575 1.481 11.685
C 1.732 0.411 2.307
C 0.351 1.342 10.626
H -6.202 0.449 1.625
C -0.085 0.285 6.637
C -4.980 -1.101 2.595
H 0.982 1.093 1.948
C 1.359 -0.905 2.669
C -2.398 -1.316 2.658
H 2.009 -2.133 6.414
H 5.070 2.131 3.501
H -2.444 2.494 3.416
C 3.700 -1.412 2.991
H -0.561 1.473 8.336
C -1.221 0.762 3.126
H -0.709 1.108 10.518
C 3.041 0.806 2.327
C -3.575 -0.626 2.729
H 3.299 1.813 2.053
H 6.729 1.772 2.974
H -6.616 0.203 3.337
H -0.779 0.811 5.997
O -4.897 1.277 2.960
C 4.063 -0.089 2.692
C -5.789 0.211 2.615
C 2.397 -1.813 2.972
H 0.602 2.258 10.089
O 1.126 0.276 10.135
C 0.032 0.663 7.952
H 4.479 -2.096 3.274
C 5.674 1.619 2.748
H -2.406 -2.379 2.482
H -0.311 1.273 3.378
*
```

Summary:
ΔE to the lowest compared entry with this formula, charge and spin = 1.653 eV
total energy = -30795.77980 eV
Kohn-Sham gap = 6.55 eV

---

# 6
ORCA calculation (ωB97M-V with the def2-TZVPD basis set) on a structure of composition C22H37N4O6PPdS.

```
! RIJCOSX wB97M-V def2-TZVPD def2/J DEFGRID3
* xyz -2 1
H 6.887 -1.600 -0.751
H 6.290 -2.793 4.317
O 5.381 0.565 -1.780
H -1.584 1.932 6.480
H -2.725 2.360 2.903
H -0.963 2.608 2.879
H -1.639 1.101 2.273
C 6.127 -3.464 3.470
C 6.590 -2.475 1.194
C -3.029 -2.097 -0.123
C 1.666 -2.992 5.785
N 1.149 1.273 -0.607
H -2.734 -0.531 3.941
H 1.318 -3.883 5.261
C -0.460 -2.950 7.105
H 3.731 2.127 -2.605
N 2.959 -0.018 -1.139
H -4.508 -0.537 -0.004
H 3.690 -2.358 2.935
H 7.607 -2.847 1.269
H -3.721 0.766 4.657
C 2.325 1.156 -1.286
H 0.062 -3.282 8.006
H -2.623 -0.196 5.673
C -2.753 0.258 4.689
C 0.456 2.414 -0.713
O -0.349 0.664 4.582
C -3.446 -0.667 0.249
C 4.892 -1.317 -0.041
H -0.982 -1.924 -0.093
S 4.388 -0.480 -1.545
H -1.605 -2.370 1.305
H -3.355 -0.544 1.332
C 5.697 -2.709 2.240
C -1.637 1.267 4.423
H -0.839 3.054 5.328
N -2.675 0.398 -0.383
H 5.364 -4.182 3.773
O 4.370 -1.515 -2.569
H -2.608 2.927 5.422
C 3.993 -1.524 0.997
C 2.789 2.241 -2.089
H 2.301 -2.421 5.111
H -3.773 -2.791 0.294
N -1.711 -2.523 0.304
C -1.755 1.873 3.033
H 1.481 -1.162 7.848
C 0.473 -2.142 6.206
H 2.416 4.216 -2.779
H -1.318 -2.343 7.396
C 6.194 -1.782 0.062
C 4.402 -2.214 2.130
Pd 0.511 -0.154 0.853
H -0.826 -3.825 6.565
H 2.237 -3.299 6.666
C 0.848 3.496 -1.469
H 0.083 -0.266 7.208
O -0.749 -1.061 2.729
C 0.940 -0.886 6.939
H -2.538 0.180 -1.367
P 0.129 -0.744 3.907
H 2.979 -1.141 0.916
C 2.057 3.392 -2.171
H 0.231 4.384 -1.505
O -0.323 -1.818 5.067
H 1.596 -0.300 6.297
H -0.471 2.439 -0.153
H -1.730 0.406 0.018
H 7.057 -4.008 3.294
H -3.096 -2.199 -1.215
C -1.672 2.367 5.482
O 1.609 -0.706 3.805
*
```

Summary:
ΔE to the lowest compared entry with this formula, charge and spin = 0.610 eV
total energy = -65268.93484 eV
Kohn-Sham gap = 5.03 eV

---

# 7
ORCA calculation (ωB97M-V with the def2-TZVPD basis set) on a cluster of 2 separate species, CH3NO3S in total at a distorted geometry.

```
! RIJCOSX wB97M-V def2-TZVPD def2/J DEFGRID3
* xyz -2 1
C 0.289 0.285 0.279
O -4.407 -2.008 0.922
O 2.912 0.452 -0.585
O 1.950 2.164 1.080
H -0.544 0.902 0.154
N -3.402 -1.348 0.454
H 0.366 -0.635 -0.283
S 1.791 1.364 -0.214
H 0.167 0.193 1.347
*
```

Summary:
ΔE to the lowest compared entry with this formula, charge and spin = 0.265 eV
total energy = -19548.83148 eV
Kohn-Sham gap (alpha / beta) = 4.15 / 4.15 eV

---

# 8
ORCA calculation (ωB97M-V with the def2-TZVPD basis set) on a structure of composition C4H5FO3 at a distorted geometry.

```
! RIJCOSX wB97M-V def2-TZVPD def2/J DEFGRID3
* xyz 0 1
O -1.223 1.896 -0.336
C 0.943 -0.971 1.066
H -1.731 1.229 -0.951
C -0.036 -0.241 0.328
H -0.407 -2.062 -0.743
C -0.335 -0.981 -0.715
H 0.527 -1.152 2.024
O 0.850 2.008 0.652
H 1.829 -0.205 1.094
F -1.203 -0.379 -1.660
O 1.164 -2.217 0.557
C -0.089 1.356 0.150
H 1.381 -2.876 1.560
*
```

Summary:
ΔE to the lowest compared entry with this formula, charge and spin = 2.626 eV
total energy = -13085.55571 eV
Kohn-Sham gap = 10.22 eV